[1]
{"formula": "C33H20BrF9IO6PS5SbV", "method": "the ωB97M-V functional and the def2-TZVPD basis", "total_charge": 1, "orbital_gap_ev": [5.555, 6.127], "lumo_ev": [-5.578, -5.018], "spin_multiplicity": 2, "s2": 0.857, "elements": ["V", "O", "S", "O", "O", "C", "C", "C", "C", "C", "C", "S", "O", "O", "O", "H", "H", "H", "H", "S", "Sb", "S", "S", "F", "C", "F", "F", "C", "C", "C", "C", "C", "C", "P", "C", "C", "C", "C", "C", "C", "C", "F", "F", "F", "C", "C", "C", "C", "C", "C", "C", "F", "F", "F", "H", "H", "H", "H", "H", "H", "H", "H", "H", "H", "H", "H", "Br", "C", "C", "C", "C", "C", "C", "I", "H", "H", "H", "H"], "positions_angstrom": [[1.13781, -0.44338, 0.54395], [3.00590, -1.08465, -2.47737], [2.40575, -2.02871, -1.60205], [2.08059, -3.34277, -2.03139], [1.04200, -1.41523, -1.00250], [3.46838, -2.19033, -0.14592], [3.83400, -3.49896, 0.11366], [4.89024, -3.79303, 0.97765], [5.61779, -2.77701, 1.55381], [5.24501, -1.44967, 1.34229], [4.18444, -1.15403, 0.51244], [3.52314, 0.47092, 0.73576], [4.49230, 1.40934, 1.14481], [2.43264, 0.16033, 1.80908], [2.62059, 0.74288, -0.40955], [3.31369, -4.29215, -0.40483], [5.15269, -4.82564, 1.16292], [6.45997, -3.00097, 2.19399], [5.76566, -0.64827, 1.84967], [-2.39764, -0.60205, 4.49628], [-2.03970, -2.34092, 3.28634], [0.51437, -1.99264, 2.13745], [-1.10492, -1.51857, 0.88304], [0.87234, 6.10772, 5.01942], [1.00803, 6.43863, 3.72741], [0.17543, 7.45394, 3.47260], [2.26144, 6.88732, 3.55774], [0.73744, 5.25444, 2.83255], [0.03174, 5.41373, 1.64723], [-0.18477, 4.31933, 0.83061], [0.31976, 3.06544, 1.18568], [1.00978, 2.91307, 2.38229], [1.21942, 4.01123, 3.20420], [-0.13056, 1.66674, 0.12055], [0.26658, 2.06512, -1.59535], [1.07984, 3.13818, -1.94410], [1.43880, 3.32843, -3.26837], [1.00054, 2.44079, -4.23742], [0.21561, 1.34898, -3.89442], [-0.14381, 1.15696, -2.57273], [1.43032, 2.62889, -5.67148], [1.56990, 3.92650, -5.97373], [0.54176, 2.10157, -6.52425], [2.61081, 2.03305, -5.89639], [-1.93756, 1.64420, 0.29044], [-2.80635, 1.82581, -0.78176], [-4.17629, 1.79697, -0.56885], [-4.67421, 1.58790, 0.70843], [-3.81427, 1.42219, 1.78355], [-2.44787, 1.44980, 1.57144], [-6.16767, 1.51547, 0.89508], [-6.50923, 1.46643, 2.18803], [-6.66489, 0.41655, 0.30179], [-6.77798, 2.57432, 0.34641], [-0.35701, 6.38377, 1.37031], [-0.76160, 4.44609, -0.07742], [1.38678, 1.95079, 2.69218], [1.75379, 3.88976, 4.13678], [1.44972, 3.82133, -1.19246], [2.06453, 4.16626, -3.54447], [-0.10619, 0.64856, -4.65240], [-0.72980, 0.28315, -2.31180], [-2.43340, 2.00829, -1.77987], [-4.85477, 1.94442, -1.39891], [-4.20505, 1.27476, 2.78035], [-1.78687, 1.31295, 2.42016], [-3.24978, -6.34250, 2.24985], [-2.72346, -6.84117, 0.50522], [-3.60615, -7.62613, -0.22641], [-3.28337, -8.00768, -1.51712], [-2.08260, -7.60416, -2.08245], [-1.20101, -6.82291, -1.35425], [-1.51611, -6.44404, -0.05293], [-0.14971, -5.27189, 0.97054], [-4.54057, -7.93227, 0.22243], [-3.97581, -8.61862, -2.08004], [-1.82651, -7.89631, -3.09176], [-0.26381, -6.50664, -1.79167]], "atomic_forces_ev_per_a": [[-1.9462, 0.5537, -0.0671], [-0.0081, -0.0467, -0.0899], [-0.5650, 0.5683, 0.2484], [-0.0175, -0.0924, -0.0278], [0.9869, -0.2242, 0.1406], [0.3283, 0.1440, -0.2072], [0.1218, -0.0563, 0.0655], [-0.1010, -0.0409, -0.0729], [0.0565, 0.0845, 0.0472], [0.0597, -0.1068, 0.0417], [-0.1386, -0.1513, 0.0269], [-0.5040, -0.4212, 0.1937], [0.0079, 0.1149, -0.0990], [0.9509, -0.1685, 0.0249], [0.1827, -0.1681, 0.2333], [0.0215, -0.0023, -0.0008], [-0.0096, -0.0006, -0.0093], [0.0026, 0.0191, -0.0027], [-0.0250, 0.0199, -0.0061], [-0.1008, 0.4536, 0.4102], [-0.0280, -0.2498, -0.3217], [-0.0775, 0.0521, -0.6027], [0.7684, -0.3217, 0.3306], [0.0024, 0.0188, 0.0158], [-0.0092, -0.0205, -0.0177], [-0.0081, 0.0235, 0.0097], [0.0089, 0.0084, 0.0011], [-0.0036, -0.0285, -0.0111], [0.0127, 0.0012, 0.0002], [-0.0273, 0.0141, 0.0025], [-0.0180, 0.0105, -0.0552], [0.0398, 0.0147, 0.0113], [0.0115, -0.0390, -0.0065], [-0.0815, 0.2107, -0.1115], [0.0548, -0.1321, -0.0023], [-0.0126, 0.0210, 0.0237], [0.0271, 0.0323, -0.0074], [-0.0407, -0.0606, 0.0035], [-0.0006, 0.0133, 0.0151], [0.0002, 0.0027, -0.0512], [0.0097, -0.0073, 0.0508], [0.0025, 0.0195, -0.0212], [0.0048, 0.0032, -0.0157], [0.0071, -0.0018, -0.0234], [0.0123, -0.1085, -0.0867], [-0.0251, 0.0382, -0.0132], [0.0182, 0.0175, -0.0046], [0.0346, -0.0201, -0.0440], [-0.0022, 0.0320, 0.0052], [0.0100, -0.0049, 0.0430], [0.0207, 0.0167, 0.0205], [-0.0259, 0.0040, 0.0019], [-0.0224, -0.0174, -0.0008], [-0.0222, 0.0093, -0.0010], [0.0025, -0.0027, 0.0098], [0.0084, -0.0233, -0.0176], [0.0009, -0.0219, -0.0121], [-0.0050, 0.0203, 0.0020], [-0.0093, 0.0072, 0.0171], [-0.0062, -0.0021, 0.0017], [0.0058, 0.0058, -0.0070], [-0.0104, 0.0156, 0.0291], [0.0278, -0.0237, 0.0089], [-0.0045, -0.0076, 0.0053], [-0.0102, -0.0049, -0.0011], [0.0283, 0.0150, -0.0278], [-0.0079, 0.0376, 0.0973], [-0.0583, -0.0475, -0.1285], [0.0320, 0.0219, 0.0200], [-0.0068, -0.0028, -0.0053], [0.0161, 0.0071, 0.0025], [-0.0262, -0.0414, 0.0420], [-0.1291, -0.0771, -0.1236], [0.2155, 0.0896, 0.1004], [-0.0022, 0.0017, -0.0051], [0.0073, -0.0029, -0.0015], [-0.0067, -0.0017, 0.0013], [-0.0055, 0.0079, 0.0060]], "lowdin_spin": [1.2268, 0.0026, 0.0036, -0.0031, 0.0018, 0.0023, 0.0016, -0.0001, 0.0017, -0.0006, 0.0029, 0.0047, -0.0012, -0.0070, 0.0076, 0.0001, 0.0000, 0.0001, 0.0000, 0.0060, -0.0028, -0.1044, -0.0804, 0.0000, 0.0000, 0.0000, 0.0000, 0.0002, -0.0006, -0.0018, -0.0069, 0.0000, 0.0000, -0.0317, -0.0006, -0.0017, 0.0004, -0.0015, 0.0004, -0.0009, -0.0002, 0.0000, 0.0000, -0.0001, -0.0058, -0.0022, -0.0001, -0.0021, 0.0000, -0.0031, -0.0002, 0.0000, -0.0002, -0.0001, -0.0001, -0.0001, 0.0002, 0.0000, 0.0000, 0.0000, 0.0001, 0.0000, -0.0001, 0.0000, 0.0001, -0.0003, -0.0002, 0.0000, -0.0001, 0.0001, -0.0001, -0.0001, -0.0012, -0.0019, 0.0000, 0.0000, 0.0000, 0.0000]}

[2]
{"formula": "C4H9N2O", "method": "the ωB97M-V functional and the def2-TZVPD basis", "total_charge": 1, "orbital_gap_ev": 8.964, "lumo_ev": -4.901, "elements": ["C", "C", "C", "C", "N", "N", "O", "H", "H", "H", "H", "H", "H", "H", "H", "H"], "positions_angstrom": [[1.24882, 1.78589, 0.42069], [1.49557, 0.64818, -0.26748], [-1.76265, -0.90951, 2.00201], [0.42343, 0.25653, -1.13375], [-0.82681, -0.98896, 1.11886], [0.56360, -0.72413, -1.93722], [-2.83726, -0.33243, 1.63878], [1.98072, 2.00876, 1.23389], [0.46801, 2.59363, 0.30730], [2.33358, -0.02119, -0.08539], [-1.71813, -1.10363, 3.08674], [-0.48109, 0.91713, -1.24739], [0.04326, -1.45271, 1.38073], [1.40180, -1.18959, -1.82345], [-0.04847, -1.25444, -2.61876], [-3.10241, -0.72721, 0.79153]], "atomic_forces_ev_per_a": [[1.4869, 0.5491, 1.1962], [-1.7314, 1.1512, 0.5455], [4.4294, -0.2946, 0.0820], [-1.3902, 1.7899, -0.8566], [-0.2227, -0.7244, 0.4416], [-1.6477, -1.6431, -1.6352], [-4.0001, 0.4991, -0.6512], [-0.6090, 0.1159, -0.7962], [0.5899, -1.5803, -0.2039], [-0.1073, 0.2621, 0.0356], [0.2763, -0.1914, -0.4705], [0.9716, -0.9368, 0.4120], [-0.4698, -0.0009, 0.5986], [2.1707, -1.4031, 0.0835], [0.2557, 1.6959, 1.3017], [-0.0023, 0.7113, -0.0831]], "mulliken_charge": [-0.6291, 0.0159, 0.1575, 0.1261, -0.5266, -0.2414, -0.4590, 0.2465, 0.2581, 0.3307, 0.3499, 0.3246, 0.1941, 0.2166, 0.2918, 0.3445]}

[3]
{"formula": "C4H4AgO", "method": "the ωB97M-V functional and the def2-TZVPD basis", "total_charge": 0, "orbital_gap_ev": [5.084, 4.603], "lumo_ev": [-2.164, -2.163], "spin_multiplicity": 2, "s2": 0.765, "elements": ["C", "C", "H", "H", "C", "C", "O", "Ag", "H", "H"], "positions_angstrom": [[-2.94449, 2.43383, -0.12990], [-2.17090, 1.49974, 0.00007], [-1.28869, 0.86683, -0.06287], [-3.75607, 3.14282, -0.07796], [-3.92850, -1.88655, 0.07817], [-3.29451, -3.07125, 0.11795], [-3.84595, -4.25529, 0.14422], [-5.60652, -5.68244, 0.28773], [-4.96174, -1.53682, 0.07238], [-2.18640, -3.05392, 0.11078]], "atomic_forces_ev_per_a": [[0.5285, -1.4984, 0.6887], [-0.1449, 1.6010, -0.7353], [-0.8952, 0.1924, 0.2258], [0.4874, -0.2901, -0.1793], [0.1172, -0.7443, 0.0464], [-0.5303, 1.7511, -0.0805], [-0.8579, -2.1460, 0.0929], [1.2750, 1.3877, -0.0994], [0.4015, -0.0809, 0.0061], [-0.3813, -0.1725, 0.0347]], "lowdin_spin": [0.0065, 0.0094, 0.0013, 0.0002, 0.7745, 0.0884, 0.0391, -0.0037, 0.0695, 0.0148]}

[4]
{"formula": "C3H12N2S", "method": "the ωB97M-V functional and the def2-TZVPD basis", "total_charge": 0, "orbital_gap_ev": 9.875, "lumo_ev": 0.998, "smiles": "CCS.NCN", "elements": ["C", "C", "S", "H", "H", "H", "H", "H", "H", "N", "C", "N", "H", "H", "H", "H", "H", "H"], "positions_angstrom": [[-0.56512, 2.08652, -3.35482], [-1.37894, 1.00397, -2.63830], [-1.07443, 0.88766, -0.85348], [-1.16331, 2.71622, -4.00429], [-0.02579, 2.69326, -2.62845], [0.20110, 1.62223, -3.97854], [-1.24382, 0.03796, -3.10280], [-2.44965, 1.20196, -2.74337], [-0.08084, -0.00388, -0.91550], [1.17408, -1.15683, 1.57009], [1.15503, -1.17489, 3.07125], [-0.08191, -1.66701, 3.62194], [1.52531, -2.05920, 1.26434], [1.87721, -0.48974, 1.26835], [1.30850, -0.15116, 3.39597], [1.94178, -1.82019, 3.44212], [-0.25605, -2.61435, 3.30084], [-0.86317, -1.11254, 3.28466]], "atomic_forces_ev_per_a": [[0.5745, -0.3878, 0.0447], [-0.5387, 0.4579, -0.2013], [-0.0265, -0.2058, -0.0193], [-0.1657, 0.1164, 0.0198], [-0.1868, 0.1885, -0.0621], [0.0132, 0.0201, -0.0390], [0.1529, -0.2915, 0.0399], [0.1121, 0.0888, 0.1651], [0.0558, -0.0114, 0.0981], [0.2569, -0.0643, 0.6698], [-0.3903, -0.1198, -1.0138], [-0.2651, -0.0221, -0.0414], [-0.1447, 0.0027, -0.1708], [-0.0351, 0.0651, -0.0545], [0.0921, 0.0543, 0.1929], [0.3369, 0.0493, 0.2754], [0.0528, 0.0501, 0.0906], [0.1058, 0.0096, 0.0060]], "mulliken_charge": [-0.8810, -0.4954, -0.2195, 0.2876, 0.3194, 0.2538, 0.3544, 0.2565, 0.1018, -0.5445, -0.4011, -0.6045, 0.2155, 0.2426, 0.3367, 0.3211, 0.2063, 0.2503]}

For the records above, the corresponding max |F| values read 2.02, 4.44, 2.31, 1.09 eV Å⁻¹.
For the records above, the corresponding total energy values read -245117.867, -9312.994, -10251.402, -17120.664 eV.
For the records above, the corresponding energy relative to the best compared isomer or geometry (same formula, charge and spin) values read 46.2, 69.7, 43.0, 4.2 kcal per mole.